Arrangement one

Computed, not measured: 3 unconnected molecules or ions with the total composition Cl2HNOS, with ωB97M-V/def2-TZVPD.

```
6
Properties=species:S:1:pos:R:3:nbo_charge:R:1
N -0.584 -1.177 -1.039 0.26
O -1.351 -2.054 -1.227 -0.17
S 0.183 -0.273 1.157 0.04
Cl -0.314 -1.771 2.330 -0.14
Cl 1.317 2.518 -0.076 -0.24
H 0.749 2.757 -1.144 0.25
```

Values from the calculation:
Charge   0
Highest occupied orbital energy (alpha / beta)   -0.335 / -0.325 Ha

***

Arrangement two

Computed, not measured: a single Cl2HNOS molecule, with ωB97M-V/def2-TZVPD.

```
6
Properties=species:S:1:pos:R:3:nbo_charge:R:1
N 0.829 -1.303 -1.440 -0.64
O -0.493 2.014 0.781 -0.85
S -1.064 0.709 0.864 1.05
Cl -0.217 -0.283 2.398 -0.22
Cl 0.818 -0.089 -0.430 0.34
H 0.126 -1.049 -2.172 0.32
```

Values from the calculation:
Charge   0
Highest occupied orbital energy (alpha / beta)   -0.361 / -0.316 Ha

***

Computed energies relative to the best structure, in kcal/mol: arrangement one 0.0; arrangement two 22.1

***

Arrangement one

Computed, not measured: a gas-phase ion, C4H10N3O (charge +1), with ωB97M-V/def2-TZVPD.

```
18
Properties=species:S:1:pos:R:3:nbo_charge:R:1
C -2.847 0.163 0.019 -0.24
O -1.544 -0.047 -0.567 -0.53
C -0.458 0.194 0.278 0.33
N -0.102 1.817 0.514 -0.03
N 0.970 2.037 0.088 -0.06
C 1.656 0.933 -0.542 -0.15
N 0.853 -0.333 -0.395 -0.38
C 1.462 -1.453 0.318 -0.43
H -3.139 1.195 -0.265 0.21
H -2.567 0.108 1.077 0.18
H -3.576 -0.579 -0.261 0.22
H -0.522 -0.381 1.201 0.19
H 1.626 1.299 -1.622 0.27
H 2.683 0.715 -0.169 0.25
H 0.658 -0.694 -1.235 0.44
H 1.993 -1.025 1.182 0.23
H 0.620 -2.040 0.731 0.25
H 2.235 -1.910 -0.353 0.26
```

Values from the calculation:
SMILES string   CO[C@@H]1N=NC[N@H+]1C
Charge   +1
Highest occupied orbital energy   -0.507 Ha

***

Arrangement two

Computed, not measured: 2 unconnected molecules or ions with the total composition C4H10N3O, with ωB97M-V/def2-TZVPD.

```
18
Properties=species:S:1:pos:R:3:nbo_charge:R:1
C -1.009 0.249 -0.947 -0.23
C -0.738 1.622 -0.457 -0.22
C 0.675 0.059 0.703 0.06
C -0.592 -2.042 0.132 -0.40
N 2.972 -0.011 0.092 0.17
N -0.177 -0.680 -0.110 -0.39
N 0.296 1.488 0.642 -0.57
O 3.048 -1.115 -0.265 -0.18
H -2.075 -0.042 -0.843 0.23
H -0.820 0.228 -1.975 0.22
H -0.324 2.258 -1.231 0.24
H -1.583 2.089 -0.041 0.24
H 1.010 -0.575 1.593 0.24
H -0.252 -2.451 1.074 0.22
H -1.620 -2.137 0.030 0.21
H -0.164 -2.662 -0.607 0.22
H 1.224 2.061 0.492 0.47
H 0.129 1.663 1.715 0.47
```

Values from the calculation:
Charge   +1
Highest occupied orbital energy (alpha / beta)   -0.394 / -0.394 Ha

***

Computed energies relative to the best structure, in kcal/mol: arrangement one 0.0; arrangement two 47.0

***

Arrangement one

Computed, not measured: a single C5H4INO molecule, with ωB97M-V/def2-TZVPD.

```
12
Properties=species:S:1:pos:R:3:nbo_charge:R:1
N 1.029 2.730 -0.953 -0.32
C 0.976 1.640 -0.635 0.26
C 0.788 0.055 -0.175 -0.27
I 2.815 -0.810 -0.326 0.18
C -0.459 -0.575 -0.796 -0.43
C -1.227 -0.396 0.585 -0.52
C 0.088 0.040 1.210 0.58
O 0.509 0.195 2.291 -0.45
H -0.230 -1.658 -1.181 0.23
H -0.759 -0.093 -1.607 0.22
H -1.506 -1.466 1.101 0.26
H -2.023 0.337 0.486 0.26
```

Values from the calculation:
SMILES string   N#C[C@]1(I)CCC1=O
Charge   0
Highest occupied orbital energy   -0.370 Ha

***

Arrangement two

Computed, not measured: 2 unconnected molecules or ions with the total composition C5H4INO, with ωB97M-V/def2-TZVPD.

```
12
Properties=species:S:1:pos:R:3:nbo_charge:R:1
C 0.164 0.380 -1.349 -0.29
C 1.108 0.618 -0.423 -0.26
I 2.940 -0.487 -0.675 0.15
C 0.944 1.427 0.684 0.20
N 0.588 2.363 1.247 -0.26
H 0.191 -0.199 -2.273 0.23
H -0.780 0.872 -1.165 0.20
C -1.253 -1.259 0.390 -0.80
C -0.642 -0.723 1.394 0.73
O 0.018 -0.191 2.164 -0.43
H -1.835 -0.477 -0.180 0.26
H -1.443 -2.325 0.186 0.28
```

Values from the calculation:
SMILES string   C=C(I)C#N.C=C=O
Charge   0
Highest occupied orbital energy   -0.335 Ha

***

Computed energies relative to the best structure, in kcal/mol: arrangement one 0.0; arrangement two 20.6

***

Arrangement one

Computed, not measured: a molecular structure, B3F12MnNO3, with ωB97M-V/def2-TZVPD.

```
20
Properties=species:S:1:pos:R:3:nbo_charge:R:1
Mn 0.158 -0.307 -0.118 1.64
N 1.852 1.662 1.647 0.74
O 2.900 2.343 1.768 -0.56
O 1.018 1.793 2.475 -0.46
O 1.714 0.862 0.713 -0.64
B -2.329 1.094 -0.276 1.33
F -2.724 1.883 -1.365 -0.56
F -2.024 -0.207 -0.627 -0.57
F -1.115 1.470 0.079 -0.56
F -3.185 1.184 0.861 -0.57
B -0.387 -1.976 1.563 1.23
F 0.877 -1.771 0.992 -0.54
F -0.909 -0.914 2.271 -0.53
F -1.157 -2.307 0.578 -0.53
F -0.365 -3.036 2.272 -0.53
B 1.161 -0.347 -2.552 1.28
F 0.750 -1.060 -3.686 -0.57
F 0.082 0.332 -2.191 -0.53
F 1.531 -1.189 -1.535 -0.55
F 2.150 0.491 -2.869 -0.54
```

Values from the calculation:
Charge   -2
2S+1   6
Highest occupied orbital energy (alpha / beta)   -0.113 / -0.116 Ha

***

Arrangement two

Computed, not measured: a molecular structure, B3F12MnNO3, with ωB97M-V/def2-TZVPD.

```
20
Properties=species:S:1:pos:R:3:nbo_charge:R:1
Mn 16.492 -6.447 -3.361 1.62
N 17.317 -8.530 -1.926 0.72
O 17.972 -7.456 -2.094 -0.58
O 16.235 -8.631 -2.556 -0.53
O 17.735 -9.419 -1.197 -0.47
B 15.765 -4.706 -1.286 1.34
F 16.829 -4.675 -2.273 -0.58
F 14.993 -3.569 -1.438 -0.55
F 15.020 -5.880 -1.598 -0.56
F 16.319 -4.798 -0.017 -0.56
B 18.040 -6.705 -5.479 1.33
F 17.892 -6.412 -6.816 -0.55
F 16.992 -7.605 -5.059 -0.56
F 19.273 -7.306 -5.200 -0.56
F 17.929 -5.554 -4.641 -0.56
B 14.143 -5.640 -4.883 1.34
F 12.877 -5.161 -4.583 -0.56
F 14.396 -6.852 -4.125 -0.58
F 14.278 -5.905 -6.243 -0.56
F 15.159 -4.746 -4.462 -0.57
```

Values from the calculation:
Charge   -2
2S+1   6
Highest occupied orbital energy (alpha / beta)   -0.128 / -0.155 Ha

***

Computed energies relative to the best structure, in kcal/mol: arrangement one 67.7; arrangement two 0.0

***

Arrangement one

Computed, not measured: a single C6H14N4O2 molecule, with ωB97M-V/def2-TZVPD.

```
26
Properties=species:S:1:pos:R:3:nbo_charge:R:1
C 1.309 -2.883 -0.254 -0.63
C -0.179 -2.565 -0.295 -0.21
N -0.437 -1.221 -0.881 -0.24
C -1.595 -0.400 -0.693 -0.26
C -1.583 0.461 0.648 -0.26
N -0.324 1.100 0.884 -0.22
C -0.035 2.424 0.337 -0.22
C 1.385 2.895 0.229 -0.63
N 0.592 0.519 1.627 0.23
O 0.400 -0.622 2.029 -0.45
N 0.576 -0.655 -1.569 0.23
O 0.464 0.483 -1.967 -0.43
H 1.599 -3.103 -1.302 0.23
H 1.956 -1.983 0.073 0.24
H 1.392 -3.640 0.560 0.22
H -0.586 -2.503 0.754 0.22
H -0.732 -3.308 -0.868 0.20
H -1.738 0.270 -1.551 0.24
H -2.513 -1.006 -0.626 0.21
H -2.399 1.252 0.594 0.22
H -1.740 -0.164 1.515 0.24
H -0.578 2.418 -0.629 0.22
H -0.519 3.162 1.045 0.19
H 1.963 2.699 1.111 0.23
H 1.404 3.978 -0.068 0.22
H 1.916 2.392 -0.702 0.23
```

Values from the calculation:
SMILES string   CCN(CCN(CC)N=O)N=O
Charge   0
Highest occupied orbital energy   -0.331 Ha

***

Arrangement two

Computed, not measured: a single C6H14N4O2 molecule, with ωB97M-V/def2-TZVPD.

```
26
Properties=species:S:1:pos:R:3:nbo_charge:R:1
H -1.278 0.188 2.760 0.34
N -0.604 -0.353 2.267 -0.84
C 0.406 0.322 1.896 0.60
N 0.694 1.616 2.345 -0.84
N 1.333 -0.139 1.014 -0.64
C 1.244 -1.450 0.427 -0.22
C -0.088 -1.755 -0.378 -0.44
C -0.405 -1.106 -1.729 -0.40
C -0.692 0.400 -1.640 -0.17
N -1.771 0.777 -0.700 -0.88
C 0.566 1.222 -1.386 0.77
O 1.562 0.942 -2.042 -0.62
O 0.468 2.137 -0.511 -0.67
H -0.127 2.015 2.785 0.39
H 1.378 2.107 1.816 0.40
H 1.808 0.611 0.452 0.41
H 1.266 -2.158 1.237 0.21
H 2.098 -1.733 -0.181 0.21
H -0.849 -1.479 0.347 0.23
H -0.084 -2.842 -0.438 0.21
H 0.416 -1.232 -2.421 0.23
H -1.281 -1.636 -2.106 0.21
H -1.091 0.552 -2.715 0.24
H -1.861 0.208 0.132 0.39
H -2.662 0.783 -1.103 0.38
H -0.447 2.003 -0.128 0.52
```

Values from the calculation:
SMILES string   [H]/N=C(\N)NCCC[C@@H](N)C(=O)O
Charge   0
Highest occupied orbital energy   -0.326 Ha

***

Computed energies relative to the best structure, in kcal/mol: arrangement one 119.8; arrangement two 0.0

***

Arrangement one

Computed, not measured: a single C4H10S2 molecule, with ωB97M-V/def2-TZVPD.

```
16
Properties=species:S:1:pos:R:3:nbo_charge:R:1
C -0.638 0.962 -3.092 -0.64
C 0.173 0.452 -1.927 -0.55
S -0.335 1.181 -0.331 0.09
S -0.610 -0.331 0.887 0.08
C 0.906 -0.583 1.868 -0.53
C 0.970 -2.043 2.246 -0.62
H -0.716 0.275 -3.938 0.22
H -0.371 1.940 -3.479 0.21
H -1.680 1.158 -2.850 0.22
H 1.203 0.741 -2.115 0.21
H 0.235 -0.627 -1.791 0.23
H 1.811 -0.273 1.355 0.22
H 0.860 0.075 2.735 0.21
H 1.736 -2.182 3.008 0.22
H 1.172 -2.666 1.384 0.21
H 0.051 -2.358 2.738 0.21
```

Values from the calculation:
SMILES string   CCSSCC
Charge   0
Highest occupied orbital energy   -0.321 Ha

***

Arrangement two

Computed, not measured: a single C4H10S2 molecule, with ωB97M-V/def2-TZVPD.

```
16
Properties=species:S:1:pos:R:3:nbo_charge:R:1
C -2.921 -0.314 0.349 -0.62
C -1.453 -0.266 -0.106 -0.56
S -0.822 -1.887 -0.544 0.11
S 1.223 -1.317 -0.863 0.03
C 1.749 -0.008 0.352 -0.50
C 2.740 0.762 -0.456 -0.62
H -3.259 0.696 0.758 0.22
H -3.584 -0.674 -0.395 0.21
H -3.086 -0.731 1.350 0.22
H -1.449 0.256 -1.048 0.22
H -0.971 0.239 0.773 0.22
H 2.201 -0.570 1.216 0.22
H 0.904 0.706 0.651 0.22
H 3.401 0.217 -0.995 0.21
H 2.076 1.343 -1.178 0.21
H 3.251 1.548 0.137 0.22
```

Values from the calculation:
SMILES string   CCSSCC
Charge   0
Highest occupied orbital energy   -0.296 Ha

***

Computed energies relative to the best structure, in kcal/mol: arrangement one 0.0; arrangement two 22.2